No. 1
This record from the Open Molecules 2025 dataset describes a structure of composition C22H41As3NO4Se2Zr. The level of theory is ωB97M-V with the def2-TZVPD basis set.

Total charge: +1
LUMO energy in Ha: -0.10975
Energy in a.u.: -12775.75374
Highest occupied orbital energy in eV: -10.5669

Atoms and positions in Å:
Zr -1.45220 0.17260 0.16911
O -2.06354 1.18944 2.05075
C -2.08944 2.34109 1.49715
O -1.82808 2.40903 0.26098
C -2.38655 3.56275 2.29476
C -3.40275 3.55180 3.23520
C -3.66284 4.72968 3.92185
C -2.87702 5.83664 3.65595
C -1.86064 5.72768 2.71231
N -1.61952 4.61808 2.02667
H -3.97086 2.65109 3.42090
H -4.45903 4.77808 4.65188
H -3.03796 6.77496 4.16775
H -1.21805 6.57326 2.49807
O -3.28556 -4.70626 -1.85452
C -3.96414 -4.01520 -0.82575
C -3.13057 -2.77677 -0.44804
C -3.97676 -2.01294 0.56018
O -3.14768 -1.00746 1.15807
C -1.84007 -3.31552 0.19914
Se -0.28482 -2.13923 0.59718
C -2.87352 -1.97368 -1.74575
Se -3.16067 0.01252 -1.78160
H -3.77626 -5.50075 -2.08391
H -4.09282 -4.65119 0.05792
H -4.95566 -3.68483 -1.16103
H -4.32959 -2.67973 1.34953
H -4.82614 -1.53571 0.06637
H -3.55121 -0.55235 1.90640
H -1.42205 -4.06272 -0.47130
H -2.08619 -3.80713 1.14037
H -3.55199 -2.31937 -2.52258
H -1.86773 -2.17630 -2.10581
C -0.09872 -0.85357 -3.58926
As 0.33395 0.24211 -2.03762
C 0.40872 2.00556 -2.85909
C 2.17740 -0.40970 -1.83814
C 3.19120 0.23749 -0.89133
C 3.44604 1.68923 -1.30057
C 2.76281 0.16472 0.57846
As 1.17234 1.13656 1.16191
C 1.60760 3.03205 1.30867
C 1.18025 0.60969 3.03343
C 4.53692 -0.50998 -1.04292
As 4.92866 -2.44911 -0.77407
C 3.74642 -3.32238 -2.08533
C 3.94020 -2.96396 0.84878
H 0.55479 -0.56376 -4.41240
H -1.13584 -0.69743 -3.87628
H 0.07749 -1.90340 -3.35760
H 1.25265 2.08164 -3.54315
H 0.47502 2.78111 -2.09788
H -0.52026 2.14566 -3.41109
H 2.58856 -0.39853 -2.85225
H 2.03498 -1.45605 -1.56532
H 2.54081 2.29646 -1.27025
H 3.82920 1.73208 -2.32219
H 4.18728 2.15533 -0.64824
H 3.58704 0.50159 1.21442
H 2.54309 -0.86564 0.85660
H 2.44008 3.14792 2.00285
H 0.72978 3.55457 1.69012
H 1.87768 3.46094 0.34801
H 2.17311 0.76483 3.45536
H 0.90403 -0.44032 3.11271
H 0.45304 1.21224 3.57509
H 5.27118 -0.00813 -0.40461
H 4.89710 -0.34829 -2.06523
H 3.81400 -2.80825 -3.04414
H 2.70601 -3.36831 -1.76511
H 4.10936 -4.33969 -2.22564
H 4.23162 -2.32814 1.68417
H 4.23902 -3.98412 1.08861
H 2.85728 -2.94460 0.72229

***

No. 2
This record from the Open Molecules 2025 dataset describes a structure of composition C22H41BN6NiO3SSi. The level of theory is ωB97M-V with the def2-TZVPD basis set.

Total charge: +2
LUMO energy (alpha / beta) in Ha: -0.36175 / -0.40650
2S+1: 3
Energy in a.u.: -3637.52436
Highest occupied orbital energy (alpha / beta) in eV: -14.1606 / -14.1381
⟨S²⟩: 2.1279

Atoms and positions in Å:
C 3.14555 -0.87816 -2.68366
N 1.85043 -0.86286 -3.08222
N 1.84552 -0.63727 -4.45495
C 3.11858 -0.55174 -4.89714
C 3.97461 -0.67928 -3.80273
B 0.52537 -0.43833 -5.23948
N -0.38547 -1.58392 -4.77545
N -0.61232 -1.86048 -3.43044
C -1.51518 -2.87738 -3.38960
C -1.84868 -3.24346 -4.69749
C -1.09421 -2.43159 -5.53395
Ni 0.17264 -0.92669 -1.98591
N -0.15122 0.88789 -4.76905
N -0.45278 1.02405 -3.42591
C -0.95875 2.25289 -3.26242
C -1.02436 2.92251 -4.51256
C -0.49449 2.01746 -5.43741
H -1.23102 2.62677 -2.27828
H -0.31695 2.09575 -6.50238
H -1.37815 3.92079 -4.69878
H 0.71153 -0.45622 -6.41710
H -0.98932 -2.39526 -6.60855
H 3.30356 -0.38745 -5.94604
H -2.54650 -4.00105 -4.98657
H 5.04611 -0.61222 -3.80389
H -1.87314 -3.27553 -2.45711
H 3.39063 -0.95847 -1.63029
H -2.61561 -0.78778 -0.54605
C -1.99391 -1.65570 -0.34031
H -2.46619 -2.56122 -0.74745
H -0.97978 -1.49196 -0.84717
H -1.84764 -1.77256 0.73785
C 1.22114 3.48560 2.93007
C 1.83437 2.09643 2.83884
C 2.82541 2.06921 1.68695
C 2.55609 1.77099 4.13921
O 0.77414 1.11711 2.66167
Si 0.04904 0.22166 1.46612
S 1.13303 -0.05669 -0.23659
O -0.36830 -1.19997 2.23404
C 0.37070 -2.22479 2.94139
C 1.22150 -3.03893 1.97090
C 1.26760 -1.59952 4.00102
C -0.67162 -3.13170 3.58821
O -1.39925 0.93891 1.09375
C -2.48822 1.39817 1.95088
C -3.74996 1.38684 1.09336
C -2.66287 0.47695 3.15252
C -2.19674 2.81615 2.42974
H 2.01969 4.23001 3.05053
H 0.57097 3.56940 3.80668
H 0.65198 3.73284 2.02567
H 3.64861 2.77003 1.89976
H 3.25444 1.07114 1.54475
H 2.35060 2.36878 0.74552
H 1.85934 1.73507 4.98342
H 3.09695 0.82008 4.07883
H 3.28932 2.55982 4.34543
H 1.97930 -2.42221 1.47037
H 1.73278 -3.83029 2.54125
H 0.60104 -3.52624 1.20878
H 0.71788 -0.87802 4.61500
H 1.64841 -2.38833 4.66708
H 2.13655 -1.10692 3.54955
H -1.34615 -2.55494 4.23167
H -1.26094 -3.65287 2.82385
H -0.17946 -3.89353 4.20573
H -4.02704 0.36305 0.81801
H -4.58271 1.82129 1.65885
H -3.61389 1.97637 0.17977
H -1.76215 0.46038 3.78192
H -3.49302 0.84530 3.77411
H -2.91875 -0.54081 2.83263
H -1.38380 2.81815 3.16472
H -1.92351 3.47071 1.59327
H -3.09139 3.23376 2.91327